[1]
# C6H6Br18

A molecular structure, C6H6Br18 in a non-equilibrium geometry (ωB97M-V/def2-TZVPD, the OMol25 dataset).

Its spin multiplicity is 1. As for the charge: 0.

The geometry in XYZ format:
```
30
Properties=species:S:1:pos:R:3:forces:R:3
C 5.038286 -2.532744 -2.297423 -0.49 -1.39 -1.89
Br 6.536190 -1.591309 -1.772314 0.57 0.66 0.81
Br 5.258048 -4.457164 -2.015267 0.34 -0.07 -0.54
Br 4.633235 -1.977540 -4.197133 -0.01 -0.67 1.05
H 4.115901 -2.518735 -1.772458 -0.46 1.48 0.56
C -3.557966 0.775615 0.287746 -1.20 1.39 0.56
Br -3.518175 0.626937 2.189393 -0.37 -0.10 0.42
Br -2.657356 2.347132 -0.240126 0.59 0.75 -0.23
Br -5.282831 0.718496 -0.565773 -0.08 -0.18 0.32
H -3.025076 -0.032338 -0.047092 1.17 -1.87 -0.97
C -0.401620 1.609376 -4.629427 -1.80 -0.59 -0.46
Br -1.085052 2.491623 -6.179995 -0.19 -0.20 -1.16
Br 1.176194 0.633158 -4.864071 0.18 -0.37 0.04
Br -1.912434 0.733185 -3.692435 0.83 -0.08 -0.36
H -0.270388 2.489885 -4.113965 0.99 1.18 1.93
C -1.393025 3.075664 4.385544 -0.51 1.37 1.52
Br 0.268391 3.844286 5.050715 -0.50 -0.28 -0.01
Br -2.467972 4.514961 3.556667 0.54 -1.17 0.31
Br -2.369027 2.094887 5.780072 0.13 0.55 -0.22
H -1.145748 2.257977 3.781020 0.32 -0.48 -1.58
C -0.363458 -3.591836 0.615168 -0.47 -0.21 0.59
Br 0.104411 -4.755485 2.095058 -0.37 -0.16 -0.21
Br -2.269916 -3.096356 0.560517 0.82 -0.17 0.18
Br 0.224608 -4.237392 -1.062671 0.11 -0.18 -0.31
H 0.229314 -2.743763 0.869727 -0.10 0.83 -0.23
C 0.655341 0.736457 1.564441 0.05 -0.78 -0.28
Br 0.279495 -0.188715 3.260910 -0.35 0.56 -0.53
Br 1.888500 -0.523293 0.623047 -0.69 0.64 -0.10
Br 1.598474 2.380359 1.879757 -0.41 -0.13 -0.18
H -0.286343 0.916666 0.950365 1.36 -0.34 0.94
```
Positions in Å, forces in eV/Å.



[2]
# C2H3ClN2

2 unconnected molecules or ions with the total composition C2H3ClN2 in a non-equilibrium geometry (ωB97M-V/def2-TZVPD, the OMol25 dataset).

Its SMILES is [H]/N=C\C#N.Cl. Its spin multiplicity is 1. As for the charge: 0.

The geometry in XYZ format:
```
8
Properties=species:S:1:pos:R:3:forces:R:3
C 1.658393 0.488375 0.079719 -2.03 -0.40 -1.44
C 0.354830 0.208645 -0.404610 -0.84 -1.41 1.72
N 2.683469 0.629172 0.510396 3.47 0.60 1.44
N -0.179466 -0.924698 -0.065981 -1.27 3.60 -2.31
Cl -3.008152 0.336121 0.255041 1.63 -0.91 -0.49
H -0.164336 1.090138 -0.756109 -0.60 -0.43 -0.63
H -1.819722 -0.372636 -0.029770 -1.83 0.66 0.57
H 0.474987 -1.455118 0.411315 1.49 -1.72 1.14
```
Positions in Å, forces in eV/Å.



[3]
# C30H34N2OPY

A molecular structure, C30H34N2OPY in a non-equilibrium geometry (ωB97M-V/def2-TZVPD, the OMol25 dataset).

Its spin multiplicity is 1. As for the charge: +2.

The geometry in XYZ format:
```
69
Properties=species:S:1:pos:R:3:forces:R:3
Y 0.304532 0.762533 1.343044 -0.42 0.34 0.85
C 1.923146 3.182287 -1.116400 -0.01 0.08 0.02
C 1.324002 3.229848 0.261632 0.33 -0.04 -0.10
C -0.031290 3.507934 0.448513 -0.18 -0.05 0.01
C -0.569346 3.641618 1.732598 0.03 -0.04 -0.09
C 0.255629 3.504695 2.844124 0.02 -0.01 -0.03
C 1.607682 3.198533 2.673199 -0.09 -0.06 0.12
C 2.133499 3.054255 1.398092 -0.09 -0.05 -0.33
H 2.514084 4.084681 -1.285769 0.02 -0.01 0.02
H 1.150865 3.143221 -1.880618 -0.01 -0.03 -0.03
H 2.589676 2.327875 -1.236226 0.01 0.00 -0.01
H -0.658361 3.649918 -0.422940 -0.01 0.03 0.03
H -1.614922 3.895778 1.855981 0.00 0.00 -0.01
H -0.142880 3.664775 3.838117 0.01 0.00 0.01
H 2.256657 3.095973 3.534294 -0.01 0.00 0.00
H 3.179210 2.807770 1.264559 0.02 0.04 0.04
N 0.001082 -1.662253 1.901226 0.02 0.07 -0.12
C 0.940253 -2.261521 2.900907 0.04 -0.06 0.17
C 0.259437 -2.584799 4.222777 0.00 0.13 -0.02
C -0.077481 -1.403680 5.131857 0.00 -0.04 -0.15
C -1.083986 -0.388168 4.595801 0.01 -0.11 0.10
N -0.437671 0.705586 3.808316 0.01 -0.09 -0.06
H -0.939560 -1.984140 2.118233 -0.02 0.04 -0.04
H 0.209065 -2.077855 0.997041 -0.02 -0.06 -0.04
H 1.780664 -1.579751 3.050093 -0.01 0.01 0.00
H 1.352075 -3.187446 2.498953 0.00 0.04 -0.09
H 0.924401 -3.252056 4.772434 -0.01 -0.01 0.01
H -0.647169 -3.166214 4.020633 0.00 -0.02 0.03
H 0.844974 -0.882456 5.412123 -0.01 0.00 0.04
H -0.483816 -1.807680 6.058971 0.01 0.01 0.02
H -1.613908 0.055377 5.439060 -0.01 0.03 -0.02
H -1.835544 -0.876033 3.972478 -0.01 0.03 -0.02
H 0.375887 1.008235 4.343022 -0.02 0.03 0.01
H -1.062625 1.507925 3.843570 -0.01 -0.01 0.03
O 2.468807 0.000560 1.188894 0.07 -0.14 -0.27
C 1.845598 -0.222707 0.127459 0.37 0.01 0.07
C 2.107013 -1.122936 -0.965988 0.00 -0.12 -0.07
C 3.291941 -1.796815 -1.264147 -0.01 0.02 0.00
C 3.294945 -2.709850 -2.303246 0.06 -0.01 0.00
C 2.125317 -2.965943 -3.015726 -0.02 0.03 0.02
C 0.936994 -2.308600 -2.711980 0.00 -0.04 -0.01
C 0.923765 -1.366729 -1.693460 0.18 -0.03 0.02
P -0.556849 -0.381739 -1.224436 -0.22 -0.04 -0.14
C -0.563117 0.975889 -2.437055 -0.04 -0.06 0.08
C -1.525104 1.976104 -2.277224 0.06 0.02 -0.07
C -1.598630 3.026937 -3.179433 -0.05 0.00 0.04
C -0.705549 3.091790 -4.242981 0.01 -0.05 0.03
C 0.249266 2.097817 -4.406155 0.02 0.02 -0.03
C 0.321459 1.039956 -3.509315 -0.01 0.00 0.00
C -1.930125 -1.474908 -1.734746 -0.05 0.27 -0.14
C -2.119394 -2.680534 -1.063288 0.01 -0.04 0.06
C -3.150908 -3.531108 -1.425081 0.01 -0.12 0.08
C -4.015152 -3.185498 -2.454527 0.05 0.13 -0.03
C -3.835272 -1.984396 -3.125897 -0.05 -0.08 0.01
C -2.798726 -1.132474 -2.771325 0.10 -0.04 0.06
H 4.186697 -1.602197 -0.686792 0.00 0.00 0.00
H 4.204870 -3.236263 -2.557936 -0.01 -0.01 0.00
H 2.143368 -3.690602 -3.819215 -0.02 0.00 -0.01
H 0.035770 -2.527141 -3.270742 0.00 -0.01 0.00
H -2.238426 1.916289 -1.460367 -0.01 0.01 0.00
H -2.358985 3.787985 -3.060559 0.00 0.01 -0.01
H -0.763187 3.909914 -4.948061 0.00 0.00 0.00
H 0.938404 2.140342 -5.239202 0.00 0.01 0.00
H 1.065800 0.266886 -3.652473 0.00 0.03 -0.01
H -1.446605 -2.984458 -0.266734 0.00 0.01 -0.01
H -3.280630 -4.470942 -0.904609 0.01 0.01 0.00
H -4.820274 -3.851390 -2.732635 0.00 0.00 -0.01
H -4.498523 -1.709174 -3.934972 0.00 0.00 0.00
H -2.662819 -0.208838 -3.315742 -0.01 0.03 -0.02
```
Positions in Å, forces in eV/Å.



[4]
# C7H12Si2

C7H12Si2 in the gas phase in a non-equilibrium geometry (ωB97M-V/def2-TZVPD, the OMol25 dataset).

Its SMILES is C[SiH2]c1ccccc1[SiH3]. Its spin multiplicity is 1. As for the charge: 0.

The geometry in XYZ format:
```
21
Properties=species:S:1:pos:R:3:forces:R:3
C -0.604510 0.335783 2.840599 0.06 -0.68 0.17
C 0.654878 0.822162 2.475802 -1.05 -1.31 0.08
C -1.411375 -0.340366 1.858014 0.52 1.18 -0.73
C 1.044155 0.624567 1.168707 2.92 2.28 -2.09
C -0.964976 -0.556771 0.512028 1.81 1.61 0.72
C 0.385488 0.031372 0.110009 -3.45 -1.92 1.45
C 1.630161 1.361805 -2.394131 -1.14 0.42 4.91
Si -1.928304 -1.668443 -0.675378 -2.22 3.38 -0.68
Si 1.049619 -0.300757 -1.638342 -0.54 1.69 0.80
H -0.912381 0.363456 3.916934 -0.01 0.18 -1.23
H 1.436146 1.221314 3.113909 -0.64 0.18 0.40
H -2.480841 -0.489534 2.094119 0.79 -0.52 0.02
H 2.018719 1.197491 0.907411 -1.32 -1.27 0.33
H 0.671959 1.851267 -2.434260 -0.53 0.65 0.01
H 2.324637 2.070349 -1.831953 -0.78 -1.37 -0.61
H 1.883793 1.238165 -3.337485 1.70 -0.49 -4.51
H -3.390666 -1.745409 -0.291957 0.63 -0.31 0.32
H -1.225601 -2.851099 -0.509370 0.77 -1.99 -0.50
H -2.168410 -0.945036 -2.070896 0.54 -1.10 1.23
H -0.077086 -0.968842 -2.379765 0.69 0.46 -0.01
H 2.064595 -1.251474 -1.433996 1.25 -1.08 -0.06
```
Positions in Å, forces in eV/Å.



Number 1: lowest unoccupied orbital energy -0.63 eV. Number 2: lowest unoccupied orbital energy -1.18 eV. Number 3: lowest unoccupied orbital energy -6.03 eV. Number 4: lowest unoccupied orbital energy 0.65 eV.